No. 1
Formula: C10H11N2O4
Source: the OMol25 dataset
Level of theory: ωB97M-V with the def2-TZVPD basis set

Summary:
Calculated total energy in eV: -21717.7529
Highest occupied orbital energy in eV: -5.4612
Kohn-Sham gap in eV: 8.993
Energy above the lowest of the compared OMol25 structures with the same formula, charge and spin in kcal/mol: 0.0
Multiplicity: 1
Total charge: -1
Maximum force in eV Å⁻¹: 3.44
LUMO level in eV: 3.53
SMILES string: CCO[C@H](C#N)[C@@](C#N)(C[C@@H]1CO1)C(=O)[O-]

Last columns: bonded neighbours and bond lengths (Å).
Geometry (Å):
1 C 0.2598 -1.0749 3.3665  C2 1.536, H17 1.096, H18 1.096, H19 1.094
2 C 0.7732 -1.7468 2.0847  C1 1.536, O3 1.422, H20 1.104, H21 1.097
3 O 1.4394 -0.7444 1.3270  C2 1.422, C4 1.415
4 C 1.2110 -0.8781 -0.0626  O3 1.415, C5 1.503, C7 1.560, H22 1.097
5 C 2.5383 -0.6736 -0.7366  C4 1.503, N6 1.157
6 N 3.3576 -0.3542 -1.4884  C5 1.157
7 C 0.0996 0.1112 -0.5325  C4 1.560, C8 1.502, C10 1.533, C14 1.599
8 C 0.1649 1.2953 0.3899  C7 1.502, N9 1.155
9 N 0.0103 2.0802 1.2234  C8 1.155
10 C 0.1912 0.5490 -1.9988  C7 1.533, C11 1.567, H23 1.097, H24 1.088
11 C -0.4940 1.9494 -2.1571  C10 1.567, C12 1.533, O13 1.404, H25 1.091
12 C -1.9646 1.9767 -1.7237  C11 1.533, O13 1.505, H26 1.083, H27 1.083
13 O -1.4845 2.0280 -3.1491  C11 1.404, C12 1.505
14 C -1.2645 -0.6946 -0.3165  C7 1.599, O15 1.237, O16 1.223
15 O -1.5110 -1.5535 -1.1726  C14 1.237
16 O -1.9062 -0.4289 0.6904  C14 1.223
17 H 0.0013 -1.8059 4.1418  C1 1.096
18 H -0.6643 -0.5372 3.1248  C1 1.096
19 H 0.9936 -0.3367 3.7024  C1 1.094
20 H 1.4405 -2.5949 2.3182  C2 1.104
21 H -0.1025 -2.1765 1.5834  C2 1.097
22 H 0.8416 -1.8846 -0.2949  C4 1.097
23 H 1.2021 0.7882 -2.3496  C10 1.097
24 H -0.3095 -0.1039 -2.7112  C10 1.088
25 H 0.1059 2.8342 -1.9404  C11 1.091
26 H -2.4328 2.9432 -1.5838  C12 1.083
27 H -2.4967 1.0333 -1.7348  C12 1.083

No. 2
Formula: C10H11N2S
Source: the OMol25 dataset
Level of theory: ωB97M-V with the def2-TZVPD basis set

Summary:
Calculated total energy in eV: -24351.2877
Highest occupied orbital energy in eV: -11.0143
Kohn-Sham gap in eV: 5.708
Energy above the lowest of the compared OMol25 structures with the same formula, charge and spin in kcal/mol: 125.3
Multiplicity: 1
Total charge: +1
Maximum force in eV Å⁻¹: 4.08
LUMO level in eV: -5.31

Last columns: bonded neighbours and bond lengths (Å).
Geometry (Å):
1 C -3.6948 -0.5210 0.1106  C2 1.424, C3 1.370, H14 1.065
2 C -3.3231 0.3112 1.2043  C1 1.424, C4 1.361, H15 1.107
3 C -2.9086 -0.5646 -1.0105  C1 1.370, C5 1.420, H16 1.031
4 C -2.2598 1.1594 1.1544  C2 1.361, C6 1.417, H17 1.044
5 C -1.7553 0.2637 -1.0198  C3 1.420, C6 1.369, H18 1.054
6 C -1.4734 1.1600 -0.0243  C4 1.417, C5 1.369, C8 1.423
7 C 0.8596 2.4492 -0.2120  C8 1.252, S13 1.778, H19 1.065
8 C -0.2547 1.8892 -0.1064  C6 1.423, C7 1.252
9 C 2.6175 -0.7974 -0.4190  C10 1.486, N11 1.385, N12 1.579, H20 1.137
10 C 2.3778 0.1224 0.7235  C9 1.486, N11 1.373, S13 1.814, H21 1.074
11 N 1.4027 -0.7156 0.2405  C9 1.385, C10 1.373
12 N 3.4929 -2.0886 -0.1767  C9 1.579, H22 1.091, H23 1.009, H24 1.062
13 S 2.4640 1.8858 0.3067  C7 1.778, C10 1.814
14 H -4.6015 -1.0717 0.2008  C1 1.065
15 H -3.8845 0.3172 2.1588  C2 1.107
16 H -3.1940 -1.1018 -1.8431  C3 1.031
17 H -2.0331 1.8983 1.8560  C4 1.044
18 H -1.2056 0.0886 -1.9015  C5 1.054
19 H 1.0206 3.2646 -0.8781  C7 1.065
20 H 2.7152 -0.4296 -1.4909  C9 1.137
21 H 2.8210 -0.1805 1.6536  C10 1.074
22 H 4.5797 -2.0231 -0.1044  N12 1.091
23 H 3.2058 -2.6200 -0.9848  N12 1.009
24 H 3.0316 -2.6954 0.5624  N12 1.062

No. 3
Formula: C10H11NO2
Source: the OMol25 dataset
Level of theory: ωB97M-V with the def2-TZVPD basis set

Summary:
Calculated total energy in eV: -16128.3363
Highest occupied orbital energy in eV: -8.1565
Kohn-Sham gap in eV: 8.159
Energy above the lowest of the compared OMol25 structures with the same formula, charge and spin in kcal/mol: 137.3
Multiplicity: 1
Maximum force in eV Å⁻¹: 5.13
LUMO level in eV: 0.00
SMILES string: C[C@@]1([N+](=O)[O-])C=CC=C2CCC=C21

Last columns: bonded neighbours and bond lengths (Å).
Geometry (Å):
1 C -2.0513 -1.0235 1.0959  C2 1.609, H14 1.013, H15 1.188, H16 1.034
2 C -1.1730 0.0603 0.2946  C1 1.609, N3 1.545, C6 1.498, C13 1.471
3 N -2.1209 0.1405 -0.9230  C2 1.545, O4 1.194, O5 1.209
4 O -1.8557 -0.6350 -1.7913  N3 1.194
5 O -2.9336 1.0286 -1.0328  N3 1.209
6 C -1.2166 1.4016 0.9599  C2 1.498, C7 1.325, H17 1.095
7 C -0.1832 2.2246 0.8571  C6 1.325, C8 1.465, H18 1.144
8 C 1.1199 1.8515 0.3025  C7 1.465, C9 1.332, H19 1.071
9 C 1.2337 0.5999 -0.1382  C8 1.332, C10 1.530, C13 1.407
10 C 2.4350 -0.0137 -0.8591  C9 1.530, C11 1.519, H20 1.029, H21 1.087
11 C 2.1100 -1.4972 -0.8423  C10 1.519, C12 1.563, H22 1.157, H23 1.151
12 C 0.6074 -1.5952 -0.4245  C11 1.563, C13 1.368, H24 1.022
13 C 0.1751 -0.3269 -0.1504  C2 1.471, C9 1.407, C12 1.368
14 H -2.2153 -1.8467 0.5284  C1 1.013
15 H -3.1116 -0.5595 1.3635  C1 1.188
16 H -1.5983 -1.3455 1.9685  C1 1.034
17 H -2.0776 1.8363 1.4781  C6 1.095
18 H -0.2649 3.2879 1.2712  C7 1.144
19 H 2.0525 2.3358 0.5082  C8 1.071
20 H 2.5951 0.3393 -1.8124  C10 1.029
21 H 3.3902 0.3194 -0.4608  C10 1.087
22 H 2.2358 -2.0364 -1.8587  C11 1.157
23 H 2.6386 -2.0109 0.0414  C11 1.151
24 H 0.2087 -2.5351 -0.3759  C12 1.022

No. 4
Formula: C10H11NO2S
Source: the OMol25 dataset
Level of theory: ωB97M-V with the def2-TZVPD basis set

Summary:
Calculated total energy in eV: -26963.5651
Highest occupied orbital energy in eV: -8.6747
Kohn-Sham gap in eV: 8.617
Energy above the lowest of the compared OMol25 structures with the same formula, charge and spin in kcal/mol: 88.0
Multiplicity: 1
Maximum force in eV Å⁻¹: 5.09
LUMO level in eV: -0.06

Last columns: bonded neighbours and bond lengths (Å).
Geometry (Å):
1 C -2.7637 1.5043 1.4117  C2 1.454, C3 1.395, H15 1.124
2 C -2.6859 2.3383 0.2236  C1 1.454, C4 1.439, H16 1.175
3 C -1.6480 0.8478 1.9303  C1 1.395, C5 1.388, H17 1.015
4 C -1.3713 2.5109 -0.3346  C2 1.439, C6 1.411, H18 1.046
5 C -0.4376 0.9045 1.2541  C3 1.388, C6 1.391, H19 1.057
6 C -0.2930 1.7414 0.1520  C4 1.411, C5 1.391, C7 1.392
7 C 0.9123 1.8373 -0.5372  C6 1.392, N11 1.174
8 C 2.8905 -0.8010 -0.0547  C9 1.402, C10 1.461, S14 1.690
9 C 1.7733 -1.6210 -0.2654  C8 1.402, H20 1.046, H21 1.075, H22 1.148
10 C 3.9860 -0.7753 -1.0205  C8 1.461, H23 1.036, H24 1.000, H25 1.158
11 N 1.6361 1.9987 -1.4468  C7 1.174, O13 1.209
12 O 2.1341 -0.0240 2.2849  S14 1.484
13 O 2.4903 2.0136 -2.3023  N11 1.209
14 S 3.2754 0.0701 1.3416  C8 1.690, O12 1.484
15 H -3.7405 1.3149 1.9337  C1 1.124
16 H -3.6568 2.8529 -0.1923  C2 1.175
17 H -1.8067 0.2020 2.6974  C3 1.015
18 H -1.1325 3.1422 -1.1335  C4 1.046
19 H 0.3496 0.3757 1.7216  C5 1.057
20 H 1.1299 -1.6820 0.5571  C9 1.046
21 H 2.0313 -2.6083 -0.6026  C9 1.075
22 H 1.2777 -1.3299 -1.2587  C9 1.148
23 H 3.7645 -0.4951 -1.9929  C10 1.036
24 H 4.3307 -1.7030 -1.1605  C10 1.000
25 H 4.8495 -0.0183 -0.8693  C10 1.158